No. 1
The following is a DFT calculation (ωB97M-V/def2-TZVPD) of a single C4H6N4O2 molecule in a non-equilibrium geometry.

The value obtained for the HOMO-LUMO gap (alpha / beta) is 7.42 / 6.30 eV. Its net charge is 0. Its spin multiplicity is 1.

Cartesian coordinates (Å):
1 C -1.42 1.00 0.81
2 C -0.31 0.34 1.29
3 C 1.90 0.69 -0.19
4 C -1.29 -0.98 -0.46
5 N 3.10 0.42 -0.24
6 N 1.09 -0.50 -0.50
7 N -2.04 0.26 -0.18
8 N -0.06 -0.80 0.36
9 O -3.03 0.48 -0.85
10 O 1.27 1.79 0.01
11 H -1.71 1.93 1.15
12 H -1.88 -1.77 0.07
13 H -1.36 -1.31 -1.52
14 H 3.79 1.16 -0.13
15 H 1.70 -1.21 -0.57
16 H 0.25 -1.51 0.94



No. 2
The following is a DFT calculation (ωB97M-V/def2-TZVPD) of 2 unconnected molecules or ions with the total composition C29H26FN2O6S2 in a non-equilibrium geometry.

The value obtained for the HOMO-LUMO gap is 4.13 eV. Its net charge is -1. Its spin multiplicity is 1.

Cartesian coordinates (Å):
1 C 0.13 2.04 6.07
2 C 1.27 1.53 5.21
3 O 0.96 0.19 4.80
4 C 1.86 -0.34 3.93
5 C 1.26 -1.48 3.21
6 N 1.86 -2.09 2.23
7 C 1.28 -2.88 1.33
8 C 2.18 -3.77 0.61
9 C 1.84 -4.45 -0.58
10 C 2.77 -5.31 -1.19
11 C 4.04 -5.50 -0.64
12 C 4.40 -4.79 0.52
13 C 3.48 -3.93 1.13
14 C -0.17 -2.80 1.11
15 C -0.95 -3.88 0.63
16 C -2.34 -3.74 0.49
17 C -2.98 -2.55 0.83
18 C -2.24 -1.50 1.36
19 C -0.85 -1.62 1.47
20 O 2.98 0.11 3.73
21 H 0.33 3.10 6.29
22 H -0.83 1.97 5.55
23 H 0.06 1.49 7.02
24 H 1.39 2.18 4.34
25 H 2.20 1.54 5.79
26 H 0.29 -1.79 3.60
27 H 0.87 -4.31 -1.03
28 H 2.49 -5.84 -2.09
29 H 4.75 -6.18 -1.12
30 H 5.39 -4.90 0.95
31 H 3.76 -3.38 2.02
32 H -0.49 -4.83 0.40
33 H -2.93 -4.57 0.11
34 H -4.07 -2.44 0.69
35 H -2.69 -0.57 1.70
36 H -0.31 -0.75 1.85
37 C -4.95 -0.12 -1.26
38 C -4.94 0.46 -2.53
39 C -4.31 1.68 -2.73
40 C -3.68 2.28 -1.65
41 S -2.83 3.83 -1.92
42 N -1.16 3.11 -2.21
43 F -0.68 2.65 -0.87
44 S -0.13 4.57 -2.67
45 C 1.36 3.70 -3.17
46 C 2.29 3.36 -2.19
47 C 3.42 2.66 -2.59
48 C 3.61 2.35 -3.94
49 C 2.68 2.76 -4.91
50 C 1.54 3.45 -4.52
51 O -0.74 5.07 -3.87
52 O 0.15 5.38 -1.51
53 O -3.26 4.31 -3.21
54 O -2.86 4.62 -0.71
55 C -3.73 1.76 -0.36
56 C -4.37 0.55 -0.17
57 H -5.42 -1.09 -1.11
58 H -5.42 -0.04 -3.37
59 H -4.30 2.18 -3.70
60 H 2.12 3.65 -1.16
61 H 4.16 2.38 -1.84
62 H 4.48 1.77 -4.24
63 H 2.84 2.54 -5.97
64 H 0.81 3.82 -5.25
65 H -3.26 2.31 0.46
66 H -4.41 0.12 0.83



No. 3
The following is a DFT calculation (ωB97M-V/def2-TZVPD) of a gas-phase ion, C4H10N (charge +1) in a non-equilibrium geometry.

The value obtained for the HOMO-LUMO gap is 8.93 eV. Its net charge is +1. Its spin multiplicity is 1.

Cartesian coordinates (Å):
1 C 0.03 -1.26 -0.80
2 C 0.32 -0.39 0.41
3 C -0.39 0.74 -0.29
4 C -0.27 -0.95 1.73
5 N 0.37 1.61 -1.08
6 H 0.86 -1.44 -1.49
7 H -1.02 -1.57 -0.90
8 H 1.32 -0.21 0.55
9 H -1.43 0.76 -0.29
10 H -1.13 -1.49 1.58
11 H -0.24 -0.11 2.53
12 H 0.46 -1.68 2.00
13 H 0.15 1.44 -2.06
14 H 1.40 1.46 -0.76
15 H 0.16 2.68 -0.84



No. 4
The following is a DFT calculation (ωB97M-V/def2-TZVPD) of 10 unconnected molecules or ions with the total composition C16H54F6N4O9P in a non-equilibrium geometry.

The value obtained for the HOMO-LUMO gap is 9.23 eV. Its net charge is -1. Its spin multiplicity is 1.

Cartesian coordinates (Å):
1 P 0.15 0.28 -0.19
2 F 0.00 -1.04 -1.12
3 F 1.40 -0.38 0.63
4 F 1.31 0.77 -1.24
5 F 0.40 1.56 0.77
6 F -0.94 1.20 -0.98
7 F -0.80 -0.31 0.98
8 C 4.45 -2.24 2.38
9 C 3.45 -3.30 2.92
10 C 2.59 -2.85 4.13
11 O 3.35 -2.35 5.20
12 C 4.40 -3.19 5.74
13 N 2.57 -3.60 1.82
14 H 4.96 -2.53 1.46
15 H 5.25 -2.17 3.12
16 H 4.07 -1.23 2.26
17 H 4.05 -4.15 3.25
18 H 2.00 -3.65 4.56
19 H 1.84 -2.10 3.88
20 H 5.24 -3.37 5.06
21 H 4.02 -4.21 5.81
22 H 4.73 -2.85 6.72
23 H 1.85 -4.23 2.16
24 H 1.99 -2.79 1.69
25 C -3.82 2.64 4.30
26 C -2.63 1.76 4.76
27 C -2.87 0.29 5.14
28 O -3.90 0.18 6.08
29 C -3.99 -1.10 6.73
30 N -1.75 1.96 3.61
31 H -3.81 3.71 4.13
32 H -4.64 2.58 5.02
33 H -4.32 2.32 3.38
34 H -2.16 2.20 5.64
35 H -1.91 -0.07 5.51
36 H -3.08 -0.31 4.25
37 H -4.72 -1.10 7.55
38 H -3.08 -1.45 7.21
39 H -4.47 -1.78 6.02
40 H -2.21 1.64 2.77
41 H -1.62 2.94 3.41
42 C -3.31 -4.55 -4.72
43 C -2.89 -3.13 -5.01
44 C -2.48 -2.48 -3.65
45 O -3.65 -2.18 -2.82
46 C -3.39 -1.39 -1.65
47 N -1.83 -3.27 -5.99
48 H -3.48 -5.23 -5.56
49 H -4.28 -4.53 -4.22
50 H -2.55 -4.99 -4.08
51 H -3.74 -2.61 -5.44
52 H -1.88 -1.59 -3.86
53 H -1.76 -3.08 -3.11
54 H -2.59 -1.76 -1.01
55 H -4.30 -1.39 -1.04
56 H -3.23 -0.36 -1.94
57 H -1.15 -3.99 -5.78
58 H -1.28 -2.42 -5.97
59 C -1.08 2.45 -4.98
60 C 0.23 2.94 -4.39
61 C 1.31 3.03 -5.50
62 O 2.48 3.80 -4.97
63 C 3.46 4.02 -5.92
64 N 0.05 4.20 -3.75
65 H -1.39 3.09 -5.82
66 H -1.87 2.43 -4.23
67 H -1.01 1.52 -5.55
68 H 0.67 2.22 -3.70
69 H 1.02 3.64 -6.35
70 H 1.54 2.02 -5.83
71 H 4.36 4.42 -5.45
72 H 3.19 4.73 -6.70
73 H 3.72 3.14 -6.51
74 H -0.41 4.71 -4.49
75 H 0.94 4.68 -3.71
76 O 0.03 3.67 -1.08
77 H -0.44 2.88 -0.80
78 H 0.01 3.63 -2.04
79 O 1.31 3.68 1.89
80 H 0.55 4.03 2.35
81 H 0.98 2.92 1.41
82 O 0.95 0.92 3.59
83 H 0.09 1.27 3.81
84 H 0.82 0.48 2.75
85 O 3.20 -1.30 -1.44
86 H 3.25 -2.23 -1.21
87 H 2.28 -1.07 -1.31
88 O 3.43 2.07 0.00
89 H 4.11 1.57 -0.46
90 H 2.61 1.65 -0.26



No. 5
The following is a DFT calculation (ωB97M-V/def2-TZVPD) of a gas-phase ion, C3HN2O4S (charge -1) in a non-equilibrium geometry.

Its expectation value of S² is 2.009. The value obtained for the HOMO-LUMO gap (alpha / beta) is 4.31 / 5.74 eV. Its net charge is -1. Its spin multiplicity is 3.

Cartesian coordinates (Å):
1 C -0.61 -0.27 2.24
2 C -0.21 1.66 0.46
3 C 0.08 0.12 1.08
4 N -1.26 -0.66 3.10
5 N 1.46 0.07 1.48
6 O 1.79 0.49 2.58
7 O 0.12 1.71 -0.71
8 O 2.15 -0.29 0.59
9 O -0.16 -0.70 -0.02
10 S -0.99 2.70 1.52
11 H 0.24 -0.20 -0.74



No. 6
The following is a DFT calculation (ωB97M-V/def2-TZVPD) of 2 unconnected molecules or ions with the total composition C4H8O in a non-equilibrium geometry.

As for the structure (SMILES): C=CC=C.O. The value obtained for the HOMO-LUMO gap is 9.72 eV. Its net charge is 0. Its spin multiplicity is 1.

Cartesian coordinates (Å):
1 C 1.39 1.01 -0.24
2 C 0.88 -0.21 -0.47
3 C 0.42 -1.02 0.67
4 C -0.17 -2.21 0.67
5 H 1.78 1.40 0.69
6 H 1.43 1.70 -1.07
7 H 1.08 -0.66 -1.44
8 H 0.50 -0.57 1.66
9 H -0.55 -2.69 1.57
10 H -0.39 -2.79 -0.22
11 O -1.97 2.33 -0.61
12 H -1.92 1.72 0.11
13 H -2.50 2.00 -1.31